--- 1 ---
ORCA calculation (wB97M-V/def2-TZVPD) on C6H18BeN2O12 as an isolated structure.

Last column: Mulliken charge in e.
CARTESIAN COORDINATES (ANGSTROEM)
Be 0.5315 0.0408 -0.2279  0.62
N 1.6952 -1.9616 -0.9143  0.76
O 1.7904 -0.8628 -1.5316  -0.49
O 2.5518 -2.8356 -1.1518  -0.74
O 0.9932 -1.9760 0.0623  -0.36
N 0.9639 1.9470 1.6603  0.96
O 0.4991 0.9154 1.2241  -0.15
O 0.2103 2.6877 2.2963  -0.73
O 2.1233 2.2433 1.6191  -0.70
C -1.8700 0.8770 -0.9467  -0.40
C -1.9020 -0.6073 -1.4989  -0.98
O -0.5793 -1.1034 -1.6264  -0.53
O -1.1638 0.9201 0.2805  -0.55
H -2.9285 1.0941 -0.8034  0.49
H -1.4159 1.4595 -1.7484  0.26
H -2.4679 -0.6918 -2.4266  0.49
H -2.5029 -1.2288 -0.8350  0.33
H -0.6247 -2.0539 -1.7531  0.49
H -1.4875 1.6461 0.8189  0.30
C 1.8446 2.3410 -1.0191  -0.96
C 0.3429 2.2292 -1.1735  -0.10
O 0.0653 1.1197 -1.9152  -0.52
O 2.2838 1.0591 -0.4680  -0.29
H 1.9892 3.2377 -0.4164  0.45
H 2.2276 2.5611 -2.0156  0.51
H 0.0027 3.1549 -1.6377  0.50
H -0.0597 2.0827 -0.1712  0.00
H 0.6044 1.3292 -2.6814  0.41
H 3.1677 1.2277 -0.1336  0.33
C -0.5099 -2.7050 2.1148  -0.82
C -1.0733 -1.6946 1.0473  -0.76
O -0.4391 -0.4486 1.1517  0.25
O -0.7525 -2.4904 3.5612  -0.56
H 0.5679 -2.8590 2.0636  0.40
H -0.9218 -3.6733 1.8305  0.36
H -2.1304 -1.4499 1.1511  0.67
H -1.0641 -1.9689 -0.0076  0.39
H -0.2147 -0.4201 2.0847  0.35
H -0.3467 -3.1426 4.1370  0.31

Properties
Molecular weight, g/mol: 319.22
Highest occupied orbital energy, eV: -9.00
2S+1: 1
HOMO-LUMO gap, eV: 9.098

---

--- 2 ---
ORCA calculation (wB97M-V/def2-TZVPD) on C6H18BeN2O12 as an isolated structure.

Last column: Mulliken charge in e.
CARTESIAN COORDINATES (ANGSTROEM)
Be -0.3432 -0.0139 -0.1380  1.07
N -3.2844 1.6027 -1.1672  0.97
O -4.3531 1.0711 -1.1001  -0.59
O -2.5697 1.3075 -0.2011  -0.55
O -2.9511 2.2841 -2.1595  -0.66
N -2.4132 -1.2828 -2.1116  0.98
O -3.3771 -1.3326 -2.9036  -0.65
O -1.4042 -0.6085 -2.2957  -0.56
O -2.3521 -1.8583 -1.0905  -0.60
C -1.6424 -2.3611 1.9632  -0.56
C -0.1755 -2.9646 1.7275  -0.65
O 0.5933 -2.3978 0.6325  -0.31
O -1.8671 -0.9961 1.6201  -0.30
H -1.8123 -2.3407 3.0397  0.45
H -2.4364 -2.9977 1.5727  0.35
H -0.2772 -4.0482 1.7873  0.39
H 0.5346 -2.7384 2.5230  0.35
H 1.3167 -3.0255 0.5662  0.22
H -2.6024 -0.7989 2.2050  0.26
C 2.3593 0.2951 -2.0780  -0.53
C 1.4169 1.4854 -2.5251  -0.51
O 0.6119 1.9814 -1.4988  -0.36
O 1.6193 -0.9000 -1.7325  -0.38
H 3.0794 0.5928 -1.3159  0.18
H 3.0754 0.0120 -2.8495  0.52
H 0.7745 1.0045 -3.2628  0.31
H 2.0546 2.2493 -2.9698  0.48
H 0.1376 2.7637 -1.7896  0.23
H 1.9192 -1.6275 -2.2824  0.25
C 2.1186 1.4950 1.2843  -0.41
C 1.0295 1.9247 2.2566  -0.53
O -0.2719 1.8609 1.6994  -0.33
O 1.9043 0.0527 1.1998  -0.28
H 3.1158 1.7205 1.6622  0.53
H 2.0688 2.0982 0.3778  0.05
H 1.2046 2.9531 2.5726  0.50
H 1.2389 1.2940 3.1206  0.18
H -0.6775 2.6563 2.0522  0.30
H 2.6376 -0.4124 1.6092  0.20

Properties
Molecular weight, g/mol: 319.22
Highest occupied orbital energy, eV: -7.34
2S+1: 1
HOMO-LUMO gap, eV: 5.660

---

Referenced to the most stable arrangement, the calculated values in kcal/mol are 1 120.9; 2 0.0.

---

--- 1 ---
ORCA calculation (wB97M-V/def2-TZVPD) on an isolated ion of composition CClNO2P and charge -1.

Last column: Mulliken charge in e.
CARTESIAN COORDINATES (ANGSTROEM)
C -1.2216 -0.4745 0.1612  0.15
N -2.0712 -1.0876 -0.2879  -0.46
O 0.7438 1.2953 1.2801  -0.61
O 0.3242 1.0829 -1.2686  -0.58
P 0.4686 0.5049 0.0702  0.86
Cl 1.7563 -1.3211 0.0450  -0.37

Properties
Molecular weight, g/mol: 124.44
Charge: -1
Highest occupied orbital energy, eV: -6.52
2S+1: 1
HOMO-LUMO gap, eV: 10.310
SMILES: N#C[P@](=O)([O-])Cl

---

--- 2 ---
ORCA calculation (wB97M-V/def2-TZVPD) on an isolated ion of composition CClNO2P and charge -1.

Last column: Mulliken charge in e.
CARTESIAN COORDINATES (ANGSTROEM)
C -0.7372 -0.5957 -0.0044  0.16
N -1.6811 -1.2434 -0.0006  -0.40
O 0.7942 1.2059 1.2948  -0.66
O 0.8024 1.2137 -1.2886  -0.66
P 0.7035 0.5036 0.0006  0.90
Cl 2.0881 -1.0324 0.0003  -0.34

Properties
Molecular weight, g/mol: 124.44
Charge: -1
Highest occupied orbital energy, eV: -6.06
2S+1: 1
HOMO-LUMO gap, eV: 9.871
SMILES: N#C[P@](=O)([O-])Cl

---

Referenced to the most stable arrangement, the calculated values in kcal/mol are 1 9.9; 2 0.0.

---

--- 1 ---
ORCA calculation (wB97M-V/def2-TZVPD) on a 2-piece molecular cluster, C2H8N6 overall.

Last column: Mulliken charge in e.
CARTESIAN COORDINATES (ANGSTROEM)
C -0.1812 1.6067 0.3190  0.48
C 1.4681 -1.3367 0.1842  0.45
N 0.8985 2.0612 0.4607  -0.31
N 1.2407 -1.6691 -0.9204  0.32
N -1.0220 0.6688 0.3009  -0.34
N 1.8174 -0.9523 1.3814  -0.29
N 0.5993 -1.6337 -2.1023  -0.49
N -2.3886 0.9000 0.4197  -0.42
H 1.3722 2.8640 0.0496  0.33
H 1.8995 0.0402 1.4069  0.21
H 2.0162 -1.4702 2.1549  0.23
H -0.2883 -1.9769 -2.2025  0.27
H 1.1636 -2.0787 -2.8679  0.32
H -2.8689 0.4524 -0.3830  0.38
H -2.8000 1.9511 0.4775  0.45
H -2.9266 0.5733 1.3215  0.42

Properties
Molecular weight, g/mol: 116.13
Charge: +2
Highest occupied orbital energy, eV: -18.41
2S+1: 1
HOMO-LUMO gap, eV: 10.118

---

--- 2 ---
ORCA calculation (wB97M-V/def2-TZVPD) on an isolated ion of composition C2H8N6 and charge +2.

Last column: Mulliken charge in e.
CARTESIAN COORDINATES (ANGSTROEM)
C 0.5011 -0.9952 -1.8463  0.39
C 0.0339 0.0060 0.2526  0.40
N 0.8071 -1.1864 -2.9329  0.04
N 0.1243 -1.1256 -0.6488  0.37
N -0.0163 1.0955 -0.3891  -0.45
N -0.1915 -0.4039 1.4577  -0.24
N -0.1453 -2.3672 -0.2202  -0.77
N -0.0515 2.4449 0.1158  -0.24
H 1.1488 -1.4360 -3.8482  0.32
H -0.4478 -1.3078 1.4308  0.25
H -0.2508 0.1799 2.3012  0.23
H 0.5601 -3.0299 0.0217  0.25
H -1.0368 -2.7859 -0.3659  0.26
H 0.6610 2.5641 0.8805  0.40
H -0.9092 2.6260 0.6370  0.39
H 0.0559 3.1496 -0.7198  0.40

Properties
Molecular weight, g/mol: 116.13
Charge: +2
Highest occupied orbital energy, eV: -18.87
2S+1: 1
HOMO-LUMO gap, eV: 11.107
SMILES: N=C=[N+](N)/C(N)=N/[NH3+]

---

--- 3 ---
ORCA calculation (wB97M-V/def2-TZVPD) on a 2-piece molecular cluster, C2H8N6 overall.

Last column: Mulliken charge in e.
CARTESIAN COORDINATES (ANGSTROEM)
C 0.4173 -3.0706 -0.2998  0.32
C 0.5634 2.9058 0.5172  0.40
N -0.6861 -3.2644 0.1901  0.20
N 1.7071 2.7220 0.7067  -0.08
N -0.5796 3.3841 0.2424  -0.01
N 1.4496 -3.5610 -0.9393  -0.26
N -1.5004 -3.0394 1.1371  -0.36
N -1.0133 3.8549 -0.9500  -0.55
H 2.6229 2.6205 1.0058  0.33
H -1.3030 3.3992 1.0099  0.34
H 1.8733 -2.9844 -1.5897  0.25
H 1.8076 -4.5200 -0.7985  0.29
H -2.4192 -3.2425 0.8984  0.28
H -1.0087 -2.5286 1.8885  0.28
H -1.6895 3.2277 -1.3928  0.28
H -0.2414 4.0967 -1.6261  0.30

Properties
Molecular weight, g/mol: 116.13
Charge: +2
Highest occupied orbital energy, eV: -17.10
2S+1: 1
HOMO-LUMO gap, eV: 9.685

---

Referenced to the most stable arrangement, the calculated values in kcal/mol are 1 16.8; 2 0.0; 3 8.1.

---

--- 1 ---
ORCA calculation (wB97M-V/def2-TZVPD) on one molecule with the formula C3H3F.

Last column: Mulliken charge in e.
CARTESIAN COORDINATES (ANGSTROEM)
C 1.5280 0.2588 0.1271  -0.62
C 0.2111 0.1145 0.0279  0.25
C -1.0265 -0.4783 -0.0289  -0.10
F -2.1283 0.2788 -0.1464  -0.23
H 2.2086 -0.0551 -0.5433  0.23
H 0.2279 1.2893 -0.0008  0.25
H -1.0209 -1.4080 0.5645  0.23

Properties
Molecular weight, g/mol: 58.06
Highest occupied orbital energy (alpha / beta), eV: -8.05 / -8.05
2S+1: 1
HOMO-LUMO gap (alpha / beta), eV: 7.567 / 7.574

---

--- 2 ---
ORCA calculation (wB97M-V/def2-TZVPD) on a 2-piece molecular cluster, C3H3F overall.

Last column: Mulliken charge in e.
CARTESIAN COORDINATES (ANGSTROEM)
C -0.4871 -0.2771 -1.0560  -0.33
C -1.0800 0.7352 -1.3858  0.21
C 0.7793 -0.4683 1.0902  -0.59
F -1.5953 1.4541 -2.3307  -0.19
H 0.2756 -1.2587 1.6421  0.26
H 0.6203 0.5802 1.5882  0.27
H 1.4873 -0.7654 0.4520  0.37

Properties
Molecular weight, g/mol: 58.06
Highest occupied orbital energy (alpha / beta), eV: -9.69 / -9.69
2S+1: 1
HOMO-LUMO gap (alpha / beta), eV: 8.120 / 8.123

---

Referenced to the most stable arrangement, the calculated values in kcal/mol are 1 0.0; 2 38.2.

---

--- 1 ---
ORCA calculation (wB97M-V/def2-TZVPD) on a 2-piece molecular cluster, C8H9NO2S overall.

Last column: Mulliken charge in e.
CARTESIAN COORDINATES (ANGSTROEM)
C 0.3343 -1.1017 -3.2418  -0.42
C 0.3801 -1.7528 -1.9946  -0.40
C 0.2388 0.3192 -3.3895  -0.64
C 0.6239 -0.9551 -0.8230  -0.18
C 0.4706 1.0509 -2.1856  0.00
C 0.7401 0.3568 -1.1112  0.04
C -0.3837 0.5408 3.6916  -0.81
C -0.1506 1.7247 1.3071  -0.49
N 0.4371 2.6763 0.4935  1.01
O -0.2957 3.2167 -0.3903  -0.64
O 1.5761 2.9614 0.7015  -0.63
S 0.8524 1.2401 2.6113  0.09
H 0.2715 -1.7825 -4.0050  0.43
H 0.3292 -2.8646 -1.9016  0.31
H -0.0092 0.7056 -4.3678  0.37
H 0.5858 -1.1680 0.3287  0.19
H 0.3048 2.1437 -2.0660  0.38
H 0.2728 0.0846 4.4923  0.32
H -0.8746 -0.4186 3.1812  0.27
H -1.0338 1.3480 4.1468  0.31
H -1.1092 1.3597 1.0053  0.51

Properties
Molecular weight, g/mol: 183.23
Highest occupied orbital energy (alpha / beta), eV: -8.55 / -8.53
2S+1: 1
HOMO-LUMO gap (alpha / beta), eV: 6.931 / 8.528

---

--- 2 ---
ORCA calculation (wB97M-V/def2-TZVPD) on one molecule with the formula C8H9NO2S.

Last column: Mulliken charge in e.
CARTESIAN COORDINATES (ANGSTROEM)
C 2.1522 -0.9030 1.4120  -0.84
C 1.8714 1.1399 -0.1998  -0.93
C 0.5195 1.3761 -0.3108  0.68
C -0.6430 0.4349 -0.3073  0.38
C -1.8774 0.8231 0.3618  -0.26
C -2.8853 -0.1212 0.3746  -0.46
C -1.6467 -1.6554 -0.8268  -0.53
C -0.5398 -0.8106 -0.8302  -0.24
H 2.6088 -1.7404 1.8491  0.39
H 2.2183 0.0130 2.0383  0.30
H 1.1366 -1.1955 1.0591  0.26
H 2.5039 2.0004 -0.5539  0.38
H -0.9197 2.6155 -0.7836  0.35
H -1.9551 1.9898 0.6386  0.29
H -3.7807 0.0930 0.9912  0.34
H -1.6936 -2.5885 -1.3027  0.49
H 0.4863 -1.0370 -1.1514  0.77
N -2.7836 -1.3607 -0.2187  -0.59
O 2.2863 -1.2723 -1.3116  -0.65
O 0.1259 2.6167 -0.7450  -0.50
S 2.8158 -0.4179 -0.1830  0.37

Properties
Molecular weight, g/mol: 183.23
Highest occupied orbital energy, eV: -9.12
2S+1: 1
HOMO-LUMO gap, eV: 9.117

---

Referenced to the most stable arrangement, the calculated values in kcal/mol are 1 110.5; 2 0.0.

---

--- 1 ---
ORCA calculation (wB97M-V/def2-TZVPD) on a 2-piece molecular cluster, C2H3FS2 overall.

Last column: Mulliken charge in e.
CARTESIAN COORDINATES (ANGSTROEM)
C 1.2870 -1.0345 -0.5722  -0.27
C 1.7731 -0.0230 -0.2071  0.25
F 2.3245 1.0025 0.3562  -0.24
S -1.4005 0.5363 -0.0529  -0.08
S -1.8292 -1.0009 1.0767  -0.35
H -0.6664 1.2598 0.7158  0.20
H 1.0937 -2.0816 -0.9124  0.29
H -2.5824 1.3415 -0.4041  0.21

Properties
Molecular weight, g/mol: 110.18
Highest occupied orbital energy, eV: -8.26
2S+1: 1
HOMO-LUMO gap, eV: 8.292

---

--- 2 ---
ORCA calculation (wB97M-V/def2-TZVPD) on a 2-piece molecular cluster, C2H3FS2 overall.

Last column: Mulliken charge in e.
CARTESIAN COORDINATES (ANGSTROEM)
C -2.1934 0.1356 -0.1078  -0.20
C 2.2810 -0.0202 0.2095  0.01
F 1.7491 0.8628 -0.6471  -0.15
S 1.5703 -1.4844 0.4648  -0.17
S -2.5973 -1.3508 -0.4899  -0.18
H -1.1418 0.6215 -0.4435  0.13
H -2.8329 0.8998 0.3382  0.25
H 3.1650 0.3356 0.6757  0.31

Properties
Molecular weight, g/mol: 110.18
Highest occupied orbital energy, eV: -8.75
2S+1: 1
HOMO-LUMO gap, eV: 8.219
SMILES: FC=S.C=S

---

Referenced to the most stable arrangement, the calculated values in kcal/mol are 1 60.1; 2 0.0.

---

--- 1 ---
ORCA calculation (wB97M-V/def2-TZVPD) on one molecule with the formula C5H12N2S.

Last column: Mulliken charge in e.
CARTESIAN COORDINATES (ANGSTROEM)
C -2.3318 1.5965 -0.4892  -0.86
C -0.6704 -0.4775 -0.6373  -0.27
C 0.1462 -1.7043 -0.3599  -0.69
C 0.8138 -0.3684 -0.2944  0.56
C 1.2140 0.1451 1.0264  -0.92
H -3.1020 2.1521 0.0172  0.35
H -2.7315 1.2637 -1.4358  0.28
H -1.4859 2.2936 -0.6494  0.25
H -1.0492 -0.3337 -1.6689  0.31
H -0.0455 -2.3196 0.5248  0.26
H 0.3965 -2.2408 -1.2928  0.25
H 1.2698 -0.4184 -2.2720  0.32
H 1.6513 1.0104 -1.5718  0.26
H 0.9987 1.1933 1.0760  0.39
H 0.6255 -0.3212 1.8016  0.40
H 3.2073 0.1987 0.5404  0.30
H 2.7749 -1.1774 1.2003  0.28
N 1.7037 0.0000 -1.4163  -0.69
N 2.6504 -0.1769 1.2627  -0.70
S -1.7512 0.2993 0.5833  -0.10

Properties
Molecular weight, g/mol: 132.23
Highest occupied orbital energy, eV: -8.03
2S+1: 1
HOMO-LUMO gap, eV: 8.870
SMILES: CS[C@@H]1C[C@]1(N)CN

---

--- 2 ---
ORCA calculation (wB97M-V/def2-TZVPD) on C5H12N2S as an isolated structure.

Last column: Mulliken charge in e.
CARTESIAN COORDINATES (ANGSTROEM)
C 1.9411 -1.0216 -0.8409  -0.68
C 0.3355 0.6439 0.5320  0.05
C -0.4288 -0.6086 1.2849  -0.79
C -1.0179 -0.9782 -0.1481  -0.10
C -0.6123 0.4714 -0.5369  -0.28
H 0.5057 -1.1850 -1.2953  0.23
H 2.8663 -0.6797 -1.7116  0.27
H 2.2732 -1.9315 0.0046  0.24
H 0.1808 1.5624 1.1257  0.30
H -1.1146 -0.2985 2.0312  0.35
H 0.3725 -1.3255 1.5799  0.24
H -0.5153 -1.8586 -0.5271  0.38
H -3.0257 -0.1002 0.4972  0.32
H -2.9280 -1.8171 0.1922  0.26
H 0.0194 0.5007 -1.5458  0.19
H -1.1426 2.6636 -0.2061  0.31
H -2.0821 1.7416 -1.5087  0.34
N -2.6318 -0.8789 -0.2441  -0.75
N -1.6592 1.5902 -0.2811  -0.78
S 2.0826 0.4192 0.2059  -0.08

Properties
Molecular weight, g/mol: 132.23
Highest occupied orbital energy, eV: -8.23
2S+1: 1
HOMO-LUMO gap, eV: 8.940

---

Referenced to the most stable arrangement, the calculated values in kcal/mol are 1 0.0; 2 150.0.

---

--- 1 ---
ORCA calculation (wB97M-V/def2-TZVPD) on a 2-piece molecular cluster, C5H12N2S overall.

Last column: Mulliken charge in e.
CARTESIAN COORDINATES (ANGSTROEM)
C -0.8469 0.1682 2.3965  0.19
C -0.4525 1.2654 3.2653  -0.87
C 0.8664 -1.7036 -1.9119  -1.19
C 0.1918 0.6445 -2.5447  -1.04
C 0.9267 -0.2311 -1.6057  0.67
N -0.6486 0.1818 1.1227  0.27
N -0.9242 -0.6478 0.1613  -0.94
S 1.9318 0.3609 -0.5273  -0.33
H -1.3621 -0.7566 2.5951  0.31
H -1.2762 1.7842 3.8552  0.28
H 0.0679 2.1659 2.6378  0.20
H 0.3694 0.8357 3.9538  0.23
H 0.8279 -2.2552 -1.0379  0.34
H -0.0559 -1.8212 -2.5718  0.29
H 1.7585 -2.0260 -2.5035  0.34
H 0.1125 1.7435 -2.3811  0.32
H -0.7915 0.0685 -2.7468  0.23
H 0.5986 0.7525 -3.5643  0.36
H -1.3005 -1.4569 0.6352  0.13
H 0.0068 0.9272 0.7724  0.21

Properties
Molecular weight, g/mol: 132.23
Highest occupied orbital energy, eV: -7.57
2S+1: 1
HOMO-LUMO gap, eV: 7.978

---

--- 2 ---
ORCA calculation (wB97M-V/def2-TZVPD) on C5H12N2S as an isolated structure.

Last column: Mulliken charge in e.
CARTESIAN COORDINATES (ANGSTROEM)
C -2.5148 0.8762 -0.0924  -0.40
C -2.5688 -0.7351 -0.2708  -0.38
C 2.2489 -1.2856 -0.0088  -1.32
C 1.9385 1.2117 0.0929  -1.02
C 1.4624 -0.0444 -0.4910  0.03
N -1.0554 1.1129 -0.1027  -0.37
N -1.3920 -1.3513 0.4045  -0.53
S -0.3676 -0.1618 0.4203  0.26
H -2.8963 1.3089 -1.0697  0.24
H -3.1909 1.2708 0.7076  0.23
H -3.4585 -1.1213 0.3135  0.26
H -2.8928 -1.0386 -1.2430  0.29
H 2.4481 -1.3125 1.0682  0.34
H 1.7166 -2.1954 -0.3910  0.35
H 3.2300 -1.1726 -0.3238  0.45
H 1.6326 2.0992 -0.5401  0.29
H 2.9996 1.1839 0.1135  0.43
H 1.4451 1.3586 1.1764  0.23
H 1.1645 -0.0106 -1.4525  0.53
H 0.0506 0.0071 1.6890  0.08

Properties
Molecular weight, g/mol: 132.23
Highest occupied orbital energy, eV: -8.48
2S+1: 1
HOMO-LUMO gap, eV: 9.272

---

Referenced to the most stable arrangement, the calculated values in kcal/mol are 1 0.0; 2 32.7.